ORCA calculation (ωB97M-V/def2-TZVPD) on a structure of composition C39H45Cl3KN5O3P.

Calculated values
**E_LUMO**: 1.86 eV
**Orbital gap**: 5.2 eV
**Molar mass**: 808.25 g/mol
**ΔE to the lowest compared entry with this formula, charge and spin**: 0.3383 eV
**Net charge**: -1
**HOMO**: -3.37 eV

CARTESIAN COORDINATES (ANGSTROEM)
K -0.09 -0.76 -0.04
C -1.18 -0.23 -3.87
N -1.37 0.61 -2.71
C -2.69 0.43 -2.13
C -1.04 1.99 -2.86
C -0.95 2.59 -4.11
C -0.63 3.94 -4.25
C -0.41 4.69 -3.11
C -0.50 4.11 -1.86
C -0.80 2.75 -1.68
N -0.77 2.11 -0.47
C -1.17 2.74 0.66
C -2.15 3.76 0.71
C -2.65 4.27 1.90
C -2.17 3.80 3.11
C -1.16 2.84 3.11
C -0.65 2.31 1.93
N 0.37 1.32 1.93
C 0.68 0.71 3.21
C 1.62 1.76 1.30
H -1.91 -0.03 -4.67
H -1.29 -1.27 -3.56
H -0.18 -0.08 -4.27
H -3.48 0.71 -2.84
H -2.77 1.05 -1.24
H -2.83 -0.62 -1.84
H -1.12 1.99 -5.00
H -0.55 4.38 -5.24
H -0.16 5.74 -3.19
H -0.29 4.71 -0.98
H -2.56 4.10 -0.23
H -3.42 5.02 1.87
H -2.54 4.20 4.05
H -0.76 2.49 4.05
H 1.15 1.41 3.91
H 1.36 -0.12 3.04
H -0.23 0.33 3.68
H 2.13 2.50 1.92
H 1.40 2.21 0.33
H 2.27 0.90 1.17
Cl 5.20 -6.43 2.41
C 4.24 -5.00 2.09
C 3.10 -5.10 1.32
C 2.35 -3.97 1.08
Cl 0.93 -4.10 0.07
C 2.66 -2.66 1.57
O 1.98 -1.63 1.34
C 3.87 -2.66 2.35
Cl 4.38 -1.12 2.99
C 4.63 -3.77 2.60
H 2.79 -6.05 0.90
H 5.53 -3.69 3.20
C 2.14 -2.75 -3.69
P 2.19 -1.48 -2.37
C 3.78 -1.94 -1.56
C 2.71 0.03 -3.28
C 2.19 1.24 -2.82
C 2.54 2.44 -3.44
C 3.40 2.43 -4.52
C 3.92 1.23 -4.99
C 3.58 0.03 -4.37
H 3.09 -2.86 -4.22
H 1.36 -2.50 -4.41
H 1.89 -3.70 -3.23
H 4.61 -1.96 -2.27
H 3.67 -2.92 -1.10
H 3.99 -1.23 -0.76
H 1.49 1.25 -2.00
H 2.10 3.36 -3.08
H 3.66 3.36 -5.01
H 4.60 1.22 -5.83
H 4.00 -0.90 -4.74
C -3.90 0.86 1.71
C -3.03 -0.20 2.31
O -2.44 -1.01 1.61
C -2.90 -0.28 3.80
C -3.41 0.71 4.63
C -3.25 0.62 6.00
C -2.57 -0.46 6.55
C -2.05 -1.45 5.73
C -2.21 -1.36 4.35
H -3.92 0.74 0.64
H -3.51 1.85 1.96
H -4.91 0.78 2.12
H -3.91 1.57 4.20
H -3.64 1.40 6.64
H -2.43 -0.53 7.62
H -1.51 -2.29 6.15
H -1.79 -2.11 3.69
N -2.66 -3.63 0.30
C -2.05 -3.63 -0.92
N -1.94 -4.87 -1.52
O -1.63 -2.62 -1.47
H -2.56 -4.45 0.87
H -2.60 -2.75 0.80
H -2.60 -5.58 -1.27
H -1.64 -4.84 -2.48

ORCA calculation (ωB97M-V/def2-TZVPD) on a structure of composition C39H45HgN5P2 at a distorted geometry.

Calculated values
**E_LUMO (spin up / spin down)**: -0.63 / -1.64 eV
**Orbital gap (spin up / spin down)**: 7.2 / 5.3 eV
**Molar mass**: 846.36 g/mol
**Net charge**: 0
**HOMO (spin up / spin down)**: -7.81 / -6.90 eV

CARTESIAN COORDINATES (ANGSTROEM)
Hg -2.77 1.04 3.18
C -2.78 -2.36 -0.49
C -1.70 -1.89 0.14
C -0.53 -1.15 -0.45
C -0.63 0.39 -0.35
C -1.95 1.00 -0.74
C -2.86 0.49 -1.59
C -2.68 -0.71 -2.47
C -3.23 -2.03 -1.89
C -4.80 1.52 2.56
H -3.39 -3.11 0.02
H -1.61 -2.03 1.23
H -0.32 -1.46 -1.48
H 0.35 -1.45 0.15
H -0.42 0.67 0.69
H 0.19 0.86 -0.94
H -2.14 1.97 -0.28
H -3.85 0.96 -1.66
H -1.63 -0.83 -2.75
H -3.24 -0.50 -3.40
H -4.33 -1.99 -1.90
H -2.96 -2.85 -2.57
H -5.37 0.58 2.46
H -4.75 2.03 1.59
H -5.26 2.18 3.31
P 3.85 3.04 -1.16
P 4.55 0.10 -0.31
N 3.06 3.75 -2.56
N 4.70 4.52 -0.69
N 4.09 -0.99 -1.60
N 5.57 -1.04 0.53
C 5.24 2.20 -2.06
C 5.86 1.05 -1.22
C 1.71 3.51 -2.86
C 1.43 4.08 -4.10
C 2.65 4.67 -4.58
C 3.63 4.44 -3.63
C 4.42 5.15 0.53
C 5.35 6.16 0.73
C 6.22 6.17 -0.41
C 5.81 5.15 -1.26
C 2.76 -1.40 -1.76
C 2.64 -2.10 -2.95
C 3.94 -2.14 -3.55
C 4.81 -1.45 -2.71
C 6.49 -1.97 0.03
C 7.23 -2.49 1.09
C 6.77 -1.84 2.29
C 5.76 -0.96 1.93
H 6.04 2.91 -2.31
H 4.83 1.81 -3.01
H 6.45 0.40 -1.87
H 6.53 1.45 -0.45
H 1.09 2.97 -2.16
H 0.48 4.06 -4.60
H 2.78 5.20 -5.51
H 4.68 4.70 -3.62
H 3.60 4.80 1.14
H 5.41 6.81 1.59
H 7.06 6.84 -0.58
H 6.21 4.83 -2.21
H 2.04 -1.14 -1.00
H 1.73 -2.53 -3.35
H 4.21 -2.61 -4.49
H 5.87 -1.26 -2.82
H 6.52 -2.20 -1.02
H 8.01 -3.22 1.02
H 7.14 -2.00 3.29
H 5.16 -0.27 2.51
C -8.42 -3.44 -0.14
C -7.59 -2.35 -0.48
C -6.53 -1.99 0.34
C -6.28 -2.67 1.58
C -7.16 -3.75 1.91
C -8.19 -4.13 1.06
N -5.21 -2.31 2.34
C -5.10 -2.38 3.70
C -6.21 -2.32 4.60
C -6.02 -2.09 5.96
C -4.73 -1.96 6.49
C -3.62 -2.13 5.65
C -3.79 -2.37 4.29
H -9.23 -3.73 -0.80
H -7.78 -1.80 -1.40
H -5.85 -1.18 0.07
H -6.98 -4.28 2.84
H -8.83 -4.97 1.34
H -7.21 -2.39 4.19
H -6.89 -2.01 6.62
H -4.58 -1.74 7.55
H -2.60 -2.06 6.05
H -2.94 -2.49 3.61

ORCA calculation (ωB97M-V/def2-TZVPD) on a structure of composition C39H45N5P2Tc at a distorted geometry.

Calculated values
**Spin multiplicity**: 4
**E_LUMO (spin up / spin down)**: -8.00 / -8.98 eV
**Orbital gap (spin up / spin down)**: 4.6 / 3.7 eV
**Molar mass**: 743.77 g/mol
**ΔE to the lowest compared entry with this formula, charge and spin**: 0.2004 eV
**Net charge**: +2
**HOMO (spin up / spin down)**: -12.61 / -12.65 eV
**Expectation value of S²**: 3.902

CARTESIAN COORDINATES (ANGSTROEM)
Tc 0.19 0.70 0.40
C -1.26 1.49 -3.73
C -1.12 0.17 -3.85
C -0.09 -0.57 -4.64
C 1.29 0.11 -4.73
C 1.67 0.80 -3.45
C 1.32 1.99 -2.96
C 0.62 3.09 -3.67
C -0.56 2.55 -4.51
C 1.88 1.22 1.68
H -1.99 1.86 -3.03
H -1.94 -0.45 -3.47
H -0.44 -0.83 -5.66
H 0.07 -1.55 -4.17
H 2.05 -0.68 -4.91
H 1.35 0.77 -5.59
H 2.45 0.24 -2.94
H 1.69 2.34 -2.00
H 1.28 3.73 -4.28
H 0.20 3.73 -2.88
H -1.26 3.38 -4.69
H -0.20 2.23 -5.50
H 1.51 2.09 2.25
H 2.89 1.53 1.34
H 2.04 0.47 2.48
P 1.71 -0.63 -0.45
P -1.48 -0.68 -0.29
N 3.29 0.34 -0.93
N 2.66 -1.70 0.55
N -2.78 0.40 -0.88
N -2.69 -1.81 0.47
C 0.86 -1.83 -1.57
C -0.70 -1.82 -1.50
C 3.33 1.74 -0.85
C 4.47 2.21 -1.48
C 5.20 1.07 -1.92
C 4.46 -0.07 -1.57
C 3.81 -1.31 1.26
C 4.48 -2.44 1.69
C 3.68 -3.58 1.32
C 2.56 -3.09 0.67
C -2.74 1.77 -0.58
C -3.65 2.44 -1.40
C -4.29 1.45 -2.22
C -3.71 0.22 -1.91
C -4.05 -2.02 0.24
C -4.49 -3.11 0.99
C -3.36 -3.57 1.74
C -2.27 -2.80 1.35
H 1.22 -2.85 -1.35
H 1.23 -1.58 -2.58
H -1.12 -1.60 -2.48
H -1.05 -2.84 -1.29
H 2.56 2.32 -0.34
H 4.72 3.25 -1.59
H 6.14 1.08 -2.44
H 4.68 -1.12 -1.70
H 4.01 -0.26 1.39
H 5.43 -2.43 2.20
H 3.91 -4.62 1.52
H 1.70 -3.62 0.29
H -2.09 2.15 0.21
H -3.77 3.51 -1.44
H -5.04 1.63 -2.98
H -3.95 -0.78 -2.26
H -4.61 -1.38 -0.42
H -5.49 -3.51 0.99
H -3.36 -4.35 2.49
H -1.24 -2.82 1.69
C -1.66 3.84 4.66
C -1.39 3.95 3.30
C -0.98 2.85 2.53
C -0.89 1.58 3.14
C -1.00 1.51 4.56
C -1.44 2.60 5.29
N -0.61 0.44 2.39
C -0.62 -0.79 3.08
C 0.47 -1.68 3.05
C 0.40 -2.90 3.72
C -0.71 -3.23 4.50
C -1.77 -2.32 4.59
C -1.75 -1.14 3.87
H -1.97 4.71 5.24
H -1.47 4.90 2.80
H -0.70 2.93 1.46
H -0.74 0.59 5.11
H -1.62 2.50 6.35
H 1.34 -1.38 2.45
H 1.25 -3.57 3.63
H -0.74 -4.18 5.02
H -2.62 -2.56 5.21
H -2.60 -0.45 3.90

ORCA calculation (ωB97M-V/def2-TZVPD) on a structure of composition C39H45N6O8OsP2S2Se at a distorted geometry.

Calculated values
**Spin multiplicity**: 2
**E_LUMO (spin up / spin down)**: -1.45 / -1.45 eV
**Orbital gap (spin up / spin down)**: 6.1 / 6.1 eV
**Molar mass**: 1121.09 g/mol
**ΔE to the lowest compared entry with this formula, charge and spin**: 0.3093 eV
**Net charge**: 0
**HOMO (spin up / spin down)**: -7.58 / -7.55 eV
**Expectation value of S²**: 0.755

CARTESIAN COORDINATES (ANGSTROEM)
Os 0.36 0.18 1.37
Se -3.15 -3.63 6.96
N -3.14 -1.92 6.47
C -2.33 -1.82 5.46
C -2.04 -0.56 4.78
C -2.58 0.67 5.17
C -2.20 1.81 4.49
C -1.32 1.70 3.43
N -0.83 0.53 3.03
C -1.17 -0.59 3.70
C -0.54 -1.82 3.26
N 0.30 -1.71 2.21
C 0.96 -2.78 1.79
C 0.77 -4.03 2.38
C -0.09 -4.16 3.44
C -0.76 -3.03 3.90
C -1.69 -3.04 5.03
N -1.99 -4.11 5.70
H -3.27 0.71 6.00
H -2.59 2.78 4.76
H -0.99 2.57 2.87
H 1.61 -2.63 0.94
H 1.31 -4.88 1.99
H -0.26 -5.11 3.92
C 6.45 2.81 1.09
C 5.22 3.31 1.81
O 4.50 2.23 2.46
P 3.68 1.17 1.61
S 2.21 0.55 2.89
S 2.99 1.72 -0.13
O 4.75 -0.02 1.53
C 4.37 -1.23 0.85
C 5.62 -1.95 0.42
H 7.03 3.66 0.73
H 6.18 2.20 0.23
H 7.08 2.22 1.76
H 4.53 3.81 1.13
H 5.48 3.99 2.62
H 3.74 -0.98 -0.01
H 3.78 -1.83 1.55
H 6.19 -1.34 -0.28
H 5.36 -2.89 -0.06
H 6.26 -2.16 1.29
O 0.52 4.19 0.43
C -0.34 3.38 0.21
N -1.57 3.64 -0.35
C -2.41 2.46 -0.50
C -1.45 1.47 0.13
O -1.62 0.22 0.36
N -0.32 2.01 0.53
C -2.75 2.11 -1.95
C -3.03 0.79 -2.30
C -3.36 0.47 -3.61
C -3.42 1.46 -4.58
C -3.13 2.77 -4.24
C -2.79 3.09 -2.93
C -3.69 2.56 0.34
C -4.27 3.80 0.58
C -5.45 3.91 1.31
C -6.06 2.77 1.81
C -5.48 1.53 1.58
C -4.31 1.42 0.85
H -1.70 4.48 -0.87
H -2.95 0.00 -1.56
H -3.55 -0.56 -3.87
H -3.68 1.21 -5.60
H -3.17 3.55 -4.99
H -2.54 4.12 -2.70
H -3.80 4.70 0.21
H -5.89 4.88 1.48
H -6.98 2.85 2.38
H -5.95 0.63 1.97
H -3.87 0.45 0.67
C 0.79 -3.64 -1.77
C -0.56 -2.98 -2.04
C -1.19 -3.57 -3.29
C -1.50 -3.13 -0.85
O -0.43 -1.57 -2.33
P 0.62 -0.50 -1.78
O 0.11 0.84 -2.11
O 0.95 -0.84 -0.30
O 2.01 -0.88 -2.48
C 2.45 -0.35 -3.77
C 3.63 -1.23 -4.14
C 2.89 1.10 -3.57
C 1.34 -0.46 -4.81
H 0.63 -4.69 -1.52
H 1.32 -3.16 -0.95
H 1.43 -3.59 -2.65
H -1.37 -4.64 -3.16
H -0.53 -3.42 -4.15
H -2.14 -3.08 -3.49
H -1.52 -4.17 -0.51
H -2.51 -2.84 -1.13
H -1.18 -2.49 -0.04
H 4.40 -1.17 -3.37
H 4.06 -0.91 -5.09
H 3.32 -2.27 -4.23
H 3.63 1.15 -2.77
H 2.03 1.71 -3.29
H 3.33 1.48 -4.49
H 1.04 -1.50 -4.95
H 1.71 -0.08 -5.77
H 0.48 0.13 -4.52

ORCA calculation (ωB97M-V/def2-TZVPD) on a structure of composition C39H46ClF5NbO4 at a distorted geometry.

Calculated values
**E_LUMO**: 2.14 eV
**Orbital gap**: 6.9 eV
**Molar mass**: 802.14 g/mol
**Net charge**: -1
**HOMO**: -4.76 eV

CARTESIAN COORDINATES (ANGSTROEM)
C 3.22 -1.49 2.17
C 3.22 -0.32 1.08
O 2.79 -0.96 -0.17
C 2.69 0.02 -1.22
C 1.21 0.73 -1.21
O 0.36 -0.13 -0.43
C -0.51 0.59 0.47
C -0.34 -0.02 1.95
O 0.45 0.77 2.86
C -0.21 2.02 3.21
Nb 1.01 3.83 2.43
C 2.77 3.41 3.84
C 3.82 4.59 3.60
O 3.80 5.61 4.30
Cl 5.08 4.55 2.25
H 2.48 -2.31 1.85
H 2.91 -1.16 3.21
H 4.28 -1.92 2.18
H 2.47 0.50 1.28
H 4.25 0.17 0.98
H 3.51 0.81 -1.12
H 2.75 -0.56 -2.20
H 1.36 1.77 -0.78
H 0.92 0.82 -2.31
H -0.43 1.72 0.42
H -1.59 0.33 0.15
H 0.24 -1.01 1.82
H -1.37 -0.31 2.34
H -0.20 2.14 4.36
H -1.30 2.07 2.89
H 1.77 2.63 1.25
H -0.34 4.08 1.23
H 0.27 4.94 3.66
H 1.93 5.16 1.60
H 3.33 2.45 3.53
H 2.45 3.40 4.92
F -3.22 1.90 1.77
C -4.40 2.35 2.23
C -5.44 2.57 1.34
C -6.66 3.03 1.82
C -6.82 3.27 3.18
C -5.77 3.05 4.06
C -4.55 2.58 3.59
H -5.29 2.38 0.29
H -7.48 3.20 1.13
H -7.77 3.64 3.55
H -5.90 3.25 5.12
H -3.72 2.39 4.26
F 5.73 -3.51 3.22
C 4.95 -4.36 3.90
C 4.21 -3.90 4.97
C 3.40 -4.79 5.67
C 3.35 -6.13 5.29
C 4.10 -6.58 4.22
C 4.90 -5.69 3.51
H 4.27 -2.86 5.26
H 2.81 -4.44 6.51
H 2.72 -6.82 5.84
H 4.06 -7.63 3.92
H 5.49 -6.03 2.66
F -0.74 3.04 -3.19
C -0.32 3.29 -4.44
C -1.25 3.60 -5.42
C -0.81 3.86 -6.71
C 0.55 3.80 -7.01
C 1.47 3.48 -6.02
C 1.03 3.23 -4.72
H -2.30 3.63 -5.17
H -1.53 4.11 -7.49
H 0.89 4.00 -8.02
H 2.52 3.43 -6.25
H 1.73 2.99 -3.93
F -4.40 2.35 -5.68
C -4.05 1.41 -6.58
C -4.78 1.28 -7.75
C -4.41 0.31 -8.68
C -3.33 -0.52 -8.42
C -2.61 -0.39 -7.23
C -2.97 0.59 -6.31
H -5.62 1.94 -7.93
H -4.97 0.21 -9.60
H -3.05 -1.28 -9.14
H -1.77 -1.05 -7.03
H -2.42 0.71 -5.39
F 0.88 -4.00 3.18
C 0.49 -4.82 2.19
C 0.50 -4.36 0.89
C 0.10 -5.22 -0.14
C -0.32 -6.51 0.16
C -0.33 -6.96 1.48
C 0.08 -6.11 2.50
H 0.82 -3.35 0.67
H 0.11 -4.87 -1.16
H -0.64 -7.17 -0.63
H -0.66 -7.96 1.71
H 0.09 -6.44 3.54